No. 1
Molecular formula: H2
Method: DFT, ωB97M-V/def2-TZVPD

Computed properties:
Net charge ... 0
HOMO ... -12.2 eV
ΔE to the lowest compared entry with this formula, charge and spin ... 184.3 kJ/mol
Orbital gap ... 0.476 Eh

Structure (XYZ):
```
2
H2 | OMol25 | ωB97M-V/def2-TZVPD
H -0.119 0.405 0.452
H 0.119 -0.405 -0.452
```



No. 2
Molecular formula: C35H84BrF21N7O28S7
Method: DFT, ωB97M-V/def2-TZVPD

Computed properties:
Net charge ... -1
HOMO ... -5.6 eV
Orbital gap ... 0.164 Eh

Structure (XYZ):
```
183
C35H84BrF21N7O28S7 | OMol25 | ωB97M-V/def2-TZVPD
C -3.906 -3.276 -4.023
C -3.146 -4.243 -3.082
C -2.855 -5.651 -3.437
O -2.230 -6.286 -2.346
C -3.040 -7.170 -1.508
N -1.889 -3.430 -2.657
H -1.080 -3.880 -2.253
H -1.425 -3.169 -3.516
H -1.925 -2.615 -2.063
H -3.916 -2.253 -3.645
H -4.927 -3.467 -4.354
H -3.343 -3.379 -4.951
H -3.492 -4.365 -2.056
H -2.105 -5.662 -4.228
H -3.789 -6.174 -3.645
H -3.573 -6.433 -0.907
H -2.355 -7.772 -0.911
H -3.539 -7.953 -2.078
C 2.620 -5.491 1.944
C 2.755 -5.861 0.515
C 1.729 -6.963 0.094
O 1.984 -7.198 -1.285
C 0.799 -7.564 -2.013
N 2.504 -4.648 -0.389
H 1.520 -4.441 -0.476
H 2.827 -3.798 0.051
H 2.912 -4.864 -1.288
H 3.446 -4.854 2.261
H 2.625 -6.488 2.385
H 1.612 -5.106 2.095
H 3.773 -6.217 0.359
H 0.684 -6.964 0.406
H 2.106 -7.835 0.629
H 0.208 -6.699 -2.317
H 0.133 -8.072 -1.316
H 0.959 -8.326 -2.776
C -5.688 5.246 -3.335
C -4.671 4.163 -3.815
C -3.294 4.812 -3.744
O -2.982 5.015 -2.378
C -2.158 6.148 -2.112
N -4.746 2.935 -2.840
H -4.017 2.278 -3.077
H -4.314 3.178 -1.960
H -5.613 2.440 -2.686
H -5.459 5.564 -2.318
H -6.709 4.864 -3.321
H -5.628 6.129 -3.972
H -4.823 3.856 -4.850
H -3.243 5.761 -4.278
H -2.530 4.251 -4.282
H -1.299 6.067 -2.779
H -1.810 6.193 -1.080
H -2.721 7.070 -2.259
C -2.318 -1.091 5.290
C -1.045 -0.354 5.566
C -0.921 0.834 4.551
O -1.741 1.973 4.756
C -2.813 2.080 3.828
N -0.836 0.220 6.983
H 0.066 0.644 7.150
H -1.583 0.877 7.154
H -0.929 -0.381 7.789
H -3.302 -0.662 5.483
H -2.385 -2.060 5.783
H -2.545 -1.309 4.246
H -0.132 -0.945 5.494
H -1.105 0.418 3.560
H 0.131 1.117 4.587
H -2.455 2.180 2.804
H -3.393 2.940 4.162
H -3.498 1.233 3.853
C 5.842 1.191 0.390
C 7.319 0.967 0.005
C 8.279 0.364 1.131
O 9.679 0.513 0.675
C 10.562 -0.412 1.254
N 7.414 0.062 -1.262
H 6.554 -0.029 -1.785
H 8.072 0.373 -1.962
H 7.513 -0.908 -0.998
H 5.796 1.865 1.245
H 5.540 0.193 0.707
H 5.205 1.581 -0.404
H 7.697 1.948 -0.283
H 8.017 -0.689 1.240
H 8.226 0.960 2.042
H 10.600 -0.375 2.343
H 11.597 -0.121 1.073
H 10.647 -1.403 0.809
C 2.621 3.036 3.024
C 2.068 4.376 3.332
C 0.481 4.365 3.077
O -0.116 5.665 3.448
C -0.142 6.522 2.227
N 2.412 4.784 4.786
H 2.132 5.737 4.970
H 2.056 4.274 5.582
H 3.403 4.862 4.968
H 3.683 3.179 2.822
H 2.296 2.787 2.014
H 2.363 2.192 3.664
H 2.545 5.058 2.628
H 0.004 3.634 3.728
H 0.284 4.038 2.056
H -0.444 7.555 2.398
H -0.807 6.171 1.439
H 0.853 6.639 1.797
C 0.789 -1.142 -0.654
C 0.776 0.375 -0.395
C -0.172 0.850 0.733
O -0.334 2.249 0.764
C -1.108 2.826 -0.271
N 2.202 0.887 -0.301
H 2.181 1.886 -0.156
H 2.647 0.562 0.546
H 2.886 0.648 -1.004
H 1.224 -1.768 0.124
H 1.434 -1.510 -1.452
H -0.182 -1.580 -0.886
H 0.451 0.963 -1.253
H 0.253 0.614 1.709
H -1.068 0.234 0.652
H -1.491 3.780 0.090
H -1.877 2.085 -0.493
H -0.480 3.046 -1.134
C 2.241 -1.904 3.794
F 2.163 -3.234 4.017
F 1.067 -1.667 3.273
F 2.432 -1.298 4.998
S 3.619 -1.466 2.424
O 3.329 -2.354 1.278
O 3.295 -0.040 2.109
O 4.990 -1.701 3.013
C -4.688 -0.049 -0.016
F -3.604 -0.289 -0.782
F -4.779 -0.753 1.110
F -4.556 1.248 0.231
S -6.367 -0.240 -1.068
O -6.213 0.527 -2.279
O -6.455 -1.729 -1.224
O -7.438 0.220 -0.174
C 1.128 -5.626 -4.991
F 1.350 -5.480 -6.305
F -0.117 -6.203 -4.858
F 2.146 -6.225 -4.424
S 1.157 -3.877 -4.296
O 2.431 -3.257 -4.593
O 0.016 -3.228 -4.958
O 0.974 -3.951 -2.867
C 2.080 5.027 -1.785
F 1.899 3.866 -2.341
F 2.370 5.887 -2.780
F 0.972 5.346 -1.138
S 3.572 4.817 -0.629
O 4.630 4.516 -1.598
O 3.760 6.143 -0.012
O 3.240 3.669 0.229
C -4.561 4.825 0.894
F -3.689 5.765 0.544
F -4.620 3.896 -0.149
F -4.177 4.249 2.033
S -6.293 5.649 1.223
O -6.725 6.291 -0.074
O -7.152 4.522 1.632
O -6.040 6.704 2.266
C -1.506 -3.591 2.449
F -0.361 -3.911 3.013
F -2.534 -3.966 3.185
F -1.634 -2.264 2.179
S -1.534 -4.621 0.793
O -1.430 -6.019 1.132
O -2.857 -4.343 0.158
O -0.414 -4.131 -0.002
C -2.800 0.193 -5.458
F -2.637 -1.057 -5.858
F -2.368 1.032 -6.364
F -4.021 0.406 -5.133
S -1.688 0.559 -3.877
O -0.329 0.858 -4.342
O -2.305 1.664 -3.189
O -1.690 -0.703 -3.158
Br 4.194 0.222 -3.226
```



No. 3
Molecular formula: C6H9N3
Method: DFT, ωB97M-V/def2-TZVPD

Computed properties:
Net charge ... 0
SMILES ... C[C@]12CN1N=C[C@@H]1N[C@H]12
HOMO ... -9.2 eV
ΔE to the lowest compared entry with this formula, charge and spin ... 570.5 kJ/mol
Orbital gap ... 0.360 Eh

Structure (XYZ):
```
18
C6H9N3 | OMol25 | ωB97M-V/def2-TZVPD
C 2.214 0.879 -0.579
C 0.969 0.326 0.104
C 1.034 -0.648 1.237
N 0.883 -1.095 -0.128
N -0.461 -1.700 -0.540
C -1.590 -1.052 -0.397
C -1.480 0.253 0.255
N -1.619 1.690 0.099
C -0.331 1.077 -0.242
H 1.815 1.170 -1.634
H 2.747 1.630 0.087
H 2.880 0.010 -0.681
H 1.937 -0.831 1.819
H 0.077 -0.669 1.862
H -2.449 -1.660 -0.833
H -1.482 0.032 1.327
H -1.700 2.009 1.131
H -0.334 1.032 -1.360
```



No. 4
Molecular formula: C2H4F3N
Method: DFT, ωB97M-V/def2-TZVPD

Computed properties:
Net charge ... 0
SMILES ... C[C@H](F)N(F)F
HOMO ... -10.9 eV
ΔE to the lowest compared entry with this formula, charge and spin ... 445.8 kJ/mol
Orbital gap ... 0.442 Eh

Structure (XYZ):
```
10
C2H4F3N | OMol25 | ωB97M-V/def2-TZVPD
C -0.110 0.001 -0.361
C 0.973 -0.094 0.695
F 1.971 0.769 0.299
N 1.585 -1.424 0.703
F 2.524 -1.455 1.708
F 0.635 -2.374 1.090
H -0.633 0.995 -0.375
H 0.370 -0.345 -1.185
H -0.798 -0.692 -0.030
H 0.860 0.200 1.687
```



- The lowest orbital gap belongs to which entry?
  C35H84BrF21N7O28S7



- HOMO of number 4 (C2H4F3N)?
  -10.9 eV



- Number 2 is which compound?
  C35H84BrF21N7O28S7



Please write out number 3 again, unchanged.
Molecular formula: C6H9N3
Method: DFT, ωB97M-V/def2-TZVPD

Computed properties:
Net charge ... 0
SMILES ... C[C@]12CN1N=C[C@@H]1N[C@H]12
HOMO ... -9.2 eV
ΔE to the lowest compared entry with this formula, charge and spin ... 570.5 kJ/mol
Orbital gap ... 0.360 Eh

Structure (XYZ):
```
18
C6H9N3 | OMol25 | ωB97M-V/def2-TZVPD
C 2.214 0.879 -0.579
C 0.969 0.326 0.104
C 1.034 -0.648 1.237
N 0.883 -1.095 -0.128
N -0.461 -1.700 -0.540
C -1.590 -1.052 -0.397
C -1.480 0.253 0.255
N -1.619 1.690 0.099
C -0.331 1.077 -0.242
H 1.815 1.170 -1.634
H 2.747 1.630 0.087
H 2.880 0.010 -0.681
H 1.937 -0.831 1.819
H 0.077 -0.669 1.862
H -2.449 -1.660 -0.833
H -1.482 0.032 1.327
H -1.700 2.009 1.131
H -0.334 1.032 -1.360
```